{"formula": "C41H44Br9N5O16", "method": "the ωB97M-V functional and the def2-TZVPD basis", "species": ["Br", "Br", "Br", "Br", "Br", "Br", "Br", "Br", "Br", "O", "O", "O", "O", "O", "O", "O", "O", "O", "O", "O", "O", "O", "O", "O", "O", "N", "N", "N", "N", "N", "C", "C", "C", "C", "C", "C", "C", "C", "C", "C", "C", "C", "C", "C", "C", "C", "C", "C", "C", "C", "C", "C", "C", "C", "C", "C", "C", "C", "C", "C", "C", "C", "C", "C", "C", "C", "C", "C", "C", "C", "C", "H", "H", "H", "H", "H", "H", "H", "H", "H", "H", "H", "H", "H", "H", "H", "H", "H", "H", "H", "H", "H", "H", "H", "H", "H", "H", "H", "H", "H", "H", "H", "H", "H", "H", "H", "H", "H", "H", "H", "H", "H", "H", "H", "H"], "xyz": [[-0.55580, -3.46383, 4.48552], [-4.12138, -4.35752, -0.67651], [-6.09363, -0.60174, 0.02184], [0.14324, -1.73530, 7.03740], [-9.09746, -1.57014, 0.11205], [-3.27499, -6.90029, 1.01949], [-7.63533, -1.47092, -2.65829], [-2.57343, -1.23282, 5.40461], [-3.44329, -4.02763, 2.43268], [-2.43258, 1.48536, 2.33684], [4.25627, -1.44391, -4.94894], [3.79874, -0.59746, 1.08572], [-4.62851, -0.38737, -4.86663], [2.01392, 1.25281, 2.82300], [-0.56003, 7.44644, 4.83393], [1.84973, -6.06207, 0.11915], [2.03167, 3.16603, 3.81562], [-1.25154, 5.60260, 3.97693], [3.30551, -2.66787, 0.77045], [2.72322, -5.80528, -1.81206], [-2.60200, 7.41888, 3.90060], [-3.70747, 1.22985, 0.62761], [4.10071, -5.96898, -0.02478], [3.50290, -3.41327, -5.37358], [-3.73026, -0.28396, -2.91529], [-2.74434, 0.91972, 1.31357], [4.02619, -1.69809, 0.60977], [2.08251, 2.46469, 2.82705], [3.36610, -2.27436, -4.98170], [-4.48800, 0.12870, -3.77815], [-0.48677, -1.03995, -3.80346], [2.61168, 2.98302, -0.82335], [-1.57207, 6.86939, 4.20268], [-1.50139, -1.97724, -0.64620], [-1.92587, -0.21182, 0.87374], [-5.26355, 1.33045, -3.48045], [-7.37721, -1.78101, -0.76716], [-7.03789, 2.78983, -4.04932], [2.42303, 2.35411, 0.40201], [-0.77544, -0.48625, 1.58855], [-4.94629, 2.06852, -2.36493], [0.00710, -1.55484, 1.19533], [3.00765, -5.94148, -0.51989], [2.32508, 3.11940, 1.54418], [6.84370, -3.30623, -1.19798], [1.86407, -6.30206, 1.53019], [2.61517, 4.36521, -0.88088], [2.44135, 5.12815, 0.27231], [-6.73908, 3.56706, -2.93371], [2.03753, -1.85556, -4.52957], [5.86448, -0.75349, -0.70450], [-5.70309, 3.19653, -2.08975], [-0.67221, 8.87393, 5.00217], [0.58373, -0.15453, -3.74502], [-2.26067, 4.83167, 3.34070], [2.36536, 4.50065, 1.49893], [1.46882, -5.02789, 2.24175], [-0.36942, -2.30105, 0.09180], [-2.33486, -0.96177, -0.19547], [3.76770, -5.34698, -2.69381], [1.87103, -0.57227, -4.05129], [5.67525, -3.14518, -0.46884], [7.52560, -2.20215, -1.68625], [0.54151, 9.32371, 5.76926], [0.99587, -2.77198, -4.55235], [-6.30536, 1.64509, -4.31735], [5.19444, -1.86449, -0.24132], [-0.73156, -1.72176, 5.32624], [-0.26250, -2.36862, -4.13386], [-3.09632, -4.99964, 0.82471], [7.05005, -0.92871, -1.40467], [1.47211, -5.21538, 3.31596], [-1.83979, 3.89885, 2.98048], [7.22071, -4.31335, -1.32348], [-3.26009, -0.78337, -0.71948], [-7.37053, 4.41538, -2.70616], [-3.02661, 4.55088, 4.06762], [3.39586, -4.42691, -3.13189], [0.32705, -3.07077, -0.23459], [2.18578, -4.23932, 2.02601], [2.69590, 0.12462, -4.10910], [-2.71834, 5.39051, 2.52855], [-4.17994, 1.74848, -1.67424], [0.48171, -4.67662, 1.94249], [-0.44261, 0.16420, 2.38219], [8.41958, -2.25958, -2.29337], [-1.75738, -2.55079, -1.52407], [-6.51474, 1.04311, -5.18857], [2.82187, -6.68319, 1.87618], [2.35080, 1.27390, 0.40195], [4.68783, -5.12275, -2.16131], [5.09522, -4.01979, -0.19999], [3.90993, -6.12320, -3.43663], [-1.48380, -0.65940, -3.62643], [1.11541, -7.07945, 1.69219], [2.81849, 4.89881, -1.80259], [-7.80284, 3.15455, -4.72302], [0.80617, 8.60362, 6.54749], [0.38940, 0.86011, -3.42206], [2.83114, 2.40899, -1.71112], [0.94760, -1.73669, 1.68929], [7.51812, -0.02450, -1.76992], [-0.70952, 9.30139, 3.99841], [-1.12536, -3.01622, -4.23207], [-7.08622, -2.80540, -0.59446], [-2.06188, -4.82140, 0.57072], [0.38388, 10.26243, 6.30110], [2.52706, 6.20294, 0.19715], [-0.17701, -1.01909, 4.72503], [2.25726, 5.07097, 2.41174], [-1.60053, 9.11951, 5.51688], [1.42143, 9.42930, 5.13434], [1.20737, -3.77431, -4.89760], [5.44171, 0.23675, -0.59899], [-5.55153, 3.74016, -1.16575]], "forces_ev_per_a": [[0.142, 0.324, 0.175], [-0.184, 0.013, 0.003], [0.119, -0.069, -0.174], [-0.127, 0.089, 0.121], [0.088, -0.095, 0.059], [-0.077, -0.051, 0.124], [0.339, -0.133, 0.119], [-0.094, 0.219, 0.034], [-0.212, -0.004, -0.067], [0.055, 0.175, 0.131], [-0.037, -0.156, 0.026], [0.229, -0.350, -0.179], [0.013, -0.080, 0.043], [-0.337, -0.185, 0.131], [0.380, 0.107, 0.183], [-0.028, -0.242, -0.261], [-0.191, -0.074, 0.049], [0.318, -0.180, -0.061], [0.074, 0.006, 0.053], [0.128, 0.273, -0.066], [-0.006, -0.144, -0.130], [0.095, 0.018, 0.051], [0.438, 0.065, 0.172], [0.042, -0.214, -0.067], [0.026, -0.044, -0.086], [-0.357, -0.016, -0.123], [-0.827, 0.324, -0.159], [0.651, -0.049, 0.238], [0.225, 0.366, -0.086], [0.159, -0.157, -0.024], [0.378, 0.236, 0.037], [0.211, 0.334, 0.255], [-0.300, 0.244, 0.062], [0.073, -0.339, 0.641], [0.000, 0.120, 0.626], [0.085, -0.256, 0.059], [-0.710, 0.323, 0.166], [0.150, 0.454, 0.022], [-0.017, -0.530, -0.655], [0.418, 0.102, 0.028], [-0.030, 0.215, 0.531], [-0.126, 0.345, 0.029], [-0.401, -0.080, -0.102], [-0.392, 0.183, -0.431], [0.078, -0.119, 0.156], [-0.476, 0.039, 0.301], [0.149, 0.462, 0.020], [0.756, -0.228, -0.279], [-0.125, -0.376, -0.075], [-0.339, -0.256, 0.492], [0.072, 0.303, -0.186], [-0.299, 0.021, 0.267], [-0.048, -0.053, -0.179], [-0.070, -0.050, 0.415], [-0.702, -0.409, 0.068], [-0.528, 0.354, 0.296], [0.309, -0.175, 0.144], [0.622, -0.086, -0.511], [-0.103, -0.417, -0.919], [-0.299, 0.033, 0.346], [-0.230, 0.539, -0.701], [-0.306, -0.125, -0.406], [0.176, 0.558, 0.127], [0.532, -0.013, 0.456], [0.254, -0.191, 0.143], [-0.387, 0.502, -0.581], [0.652, -0.334, 0.193], [0.314, -0.598, -0.015], [-0.353, 0.239, -0.732], [0.232, 0.040, -0.232], [-0.677, 0.261, -0.155], [-0.050, 0.085, 0.021], [0.394, 0.166, -0.032], [0.004, 0.053, -0.259], [-0.006, 0.284, 0.084], [0.154, 0.115, 0.016], [-0.052, 0.211, -0.049], [0.014, -0.079, -0.261], [-0.275, -0.087, -0.096], [0.028, 0.043, 0.073], [0.026, -0.076, 0.270], [-0.006, -0.015, -0.024], [0.081, -0.046, -0.126], [-0.065, -0.108, -0.040], [-0.141, 0.047, 0.109], [0.042, -0.392, 0.115], [-0.094, 0.027, -0.022], [0.039, -0.073, 0.036], [0.158, 0.127, -0.240], [0.101, 0.068, 0.443], [-0.019, -0.272, 0.067], [0.156, 0.132, 0.448], [0.140, 0.093, -0.170], [-0.054, -0.222, 0.174], [0.030, 0.001, -0.042], [-0.164, -0.210, -0.101], [-0.114, -0.363, -0.013], [-0.171, -0.101, -0.104], [0.149, 0.070, -0.116], [-0.232, -0.149, -0.052], [0.085, -0.163, 0.128], [0.275, -0.205, -0.141], [-0.091, 0.184, 0.121], [0.188, -0.232, 0.154], [0.199, -0.052, -0.165], [0.066, 0.068, -0.015], [-0.150, 0.113, -0.272], [-0.231, 0.045, 0.134], [-0.143, 0.129, -0.182], [0.070, -0.080, 0.006], [-0.010, -0.139, -0.009], [-0.067, 0.010, -0.055], [-0.148, -0.011, 0.003], [0.072, -0.049, 0.327], [0.221, 0.043, -0.098]], "e_lumo_ev": -0.74, "e_above_lowest_kj_mol": 0.0, "e_tot_ev": -713809.843}